Record 1
{
  "formula": "C36H38Cl2N5O2Si2Ti",
  "method": "ωB97M-V with the def2-TZVPD basis set",
  "homo_energy_ev": [-3.605, -3.825],
  "lumo_ev": [2.05, 2.05],
  "multiplicity": 1,
  "homo_lumo_gap_ev": [5.7, 5.9],
  "charge": -1,
  "fmax_ev_per_a": 1.32,
  "e_tot_ev": -113416.998,
  "elements": ["Ti", "C", "C", "C", "C", "C", "C", "N", "C", "C", "C", "C", "C", "C", "N", "N", "C", "C", "C", "C", "C", "N", "H", "H", "H", "H", "H", "H", "H", "H", "H", "H", "H", "H", "H", "C", "Si", "C", "C", "C", "C", "C", "C", "C", "C", "N", "Si", "C", "C", "C", "H", "H", "H", "H", "H", "H", "H", "H", "H", "H", "H", "H", "H", "H", "H", "H", "H", "H", "H", "H", "H", "H", "Cl", "C", "C", "C", "Cl", "C", "O", "C", "C", "O", "C", "H", "H", "H"],
  "positions_angstrom": [[-0.023, 0.346, 0.644], [-5.350, -1.472, 0.534], [-4.491, -2.107, -0.356], [-3.120, -2.052, -0.163], [-2.578, -1.360, 0.923], [-3.450, -0.759, 1.831], [-4.823, -0.805, 1.630], [-1.178, -1.296, 1.105], [-0.610, -2.293, 1.877], [-1.209, -3.486, 2.281], [-0.465, -4.421, 2.995], [0.865, -4.171, 3.309], [1.468, -2.977, 2.925], [0.730, -2.043, 2.204], [1.162, -0.805, 1.771], [2.357, -0.405, 2.342], [2.555, 0.849, 2.101], [3.663, 1.556, 2.689], [3.779, 2.892, 2.519], [2.797, 3.595, 1.755], [1.774, 2.885, 1.207], [1.624, 1.541, 1.339], [-6.421, -1.506, 0.377], [-4.892, -2.642, -1.209], [-2.438, -2.539, -0.849], [-3.033, -0.272, 2.701], [-5.485, -0.322, 2.340], [-2.244, -3.687, 2.033], [-0.934, -5.348, 3.304], [1.437, -4.906, 3.862], [2.495, -2.753, 3.174], [4.367, 0.980, 3.275], [4.604, 3.430, 2.971], [2.852, 4.665, 1.610], [1.011, 3.377, 0.620], [3.009, 0.568, -3.806], [2.312, 0.908, -2.064], [3.834, 1.200, -0.992], [1.380, 2.527, -2.329], [1.181, -0.415, -1.399], [-0.104, -0.396, -2.125], [-0.380, -0.720, -3.464], [-1.645, -0.503, -3.972], [-2.639, 0.039, -3.160], [-2.318, 0.299, -1.844], [-1.106, 0.047, -1.352], [1.899, -2.145, -1.353], [3.376, -2.358, -0.207], [0.584, -3.435, -0.956], [2.573, -2.769, -3.024], [3.367, 1.522, -4.209], [2.267, 0.174, -4.505], [3.857, -0.117, -3.792], [4.697, 1.428, -1.626], [4.084, 0.329, -0.384], [3.691, 2.042, -0.312], [2.107, 3.311, -2.566], [0.781, 2.850, -1.478], [0.701, 2.438, -3.185], [0.410, -1.104, -4.092], [-1.856, -0.734, -5.010], [-3.631, 0.249, -3.535], [-3.045, 0.710, -1.153], [3.232, -1.910, 0.777], [4.279, -1.929, -0.651], [3.554, -3.431, -0.080], [0.332, -3.488, 0.103], [0.960, -4.418, -1.260], [-0.340, -3.253, -1.515], [3.464, -2.235, -3.353], [1.849, -2.757, -3.843], [2.861, -3.816, -2.869], [-5.023, 5.801, 2.094], [-3.783, 4.715, 1.541], [-3.422, 4.733, 0.191], [-2.442, 3.893, -0.269], [-1.991, 3.929, -1.940], [-1.760, 2.972, 0.580], [-0.841, 2.218, 0.117], [-2.180, 2.975, 1.937], [-1.614, 2.025, 2.849], [-0.897, 1.102, 2.538], [-3.169, 3.851, 2.406], [-3.912, 5.413, -0.492], [-1.886, 2.154, 3.909], [-3.448, 3.823, 3.453]]
}

Record 2
{
  "formula": "C36H38Cl2N5O2Si2Ti",
  "method": "ωB97M-V with the def2-TZVPD basis set",
  "homo_energy_ev": [-3.296, -3.991],
  "lumo_ev": [2.48, 1.43],
  "multiplicity": 3,
  "homo_lumo_gap_ev": [5.8, 5.4],
  "charge": -1,
  "fmax_ev_per_a": 1.95,
  "s_squared": 2.06,
  "e_tot_ev": -113414.839,
  "elements": ["Ti", "C", "C", "C", "C", "C", "C", "N", "C", "C", "C", "C", "C", "C", "N", "N", "C", "C", "C", "C", "C", "N", "H", "H", "H", "H", "H", "H", "H", "H", "H", "H", "H", "H", "H", "C", "Si", "C", "C", "C", "C", "C", "C", "C", "C", "N", "Si", "C", "C", "C", "H", "H", "H", "H", "H", "H", "H", "H", "H", "H", "H", "H", "H", "H", "H", "H", "H", "H", "H", "H", "H", "H", "Cl", "C", "C", "C", "Cl", "C", "O", "C", "C", "O", "C", "H", "H", "H"],
  "positions_angstrom": [[-0.712, 0.226, 0.038], [-4.706, 4.129, 2.715], [-4.947, 2.851, 2.239], [-3.906, 2.005, 1.910], [-2.576, 2.416, 2.031], [-2.350, 3.709, 2.544], [-3.392, 4.547, 2.878], [-1.495, 1.620, 1.689], [-0.536, 1.519, 2.638], [-0.761, 1.648, 4.023], [0.274, 1.525, 4.920], [1.579, 1.290, 4.480], [1.835, 1.143, 3.137], [0.790, 1.225, 2.200], [0.927, 1.006, 0.870], [2.198, 0.875, 0.460], [2.428, 0.010, -0.506], [3.769, -0.181, -0.951], [4.060, -1.242, -1.756], [3.018, -2.096, -2.144], [1.731, -1.788, -1.746], [1.405, -0.763, -0.975], [-5.527, 4.784, 2.974], [-5.964, 2.495, 2.142], [-4.108, 0.994, 1.594], [-1.328, 4.036, 2.689], [-3.184, 5.533, 3.275], [-1.770, 1.812, 4.378], [0.071, 1.598, 5.980], [2.382, 1.210, 5.200], [2.826, 0.920, 2.772], [4.522, 0.513, -0.609], [5.076, -1.426, -2.088], [3.217, -2.965, -2.750], [0.908, -2.417, -2.070], [1.441, 3.344, -1.554], [0.548, 2.178, -2.785], [0.236, 3.367, -4.282], [1.796, 0.977, -3.623], [-0.928, 1.315, -1.950], [-1.222, 0.010, -2.566], [-1.591, -0.260, -3.892], [-1.966, -1.539, -4.258], [-1.950, -2.549, -3.301], [-1.524, -2.232, -2.022], [-1.168, -0.997, -1.678], [-2.497, 2.400, -2.006], [-4.166, 1.573, -1.549], [-3.032, 3.094, -3.736], [-2.147, 3.960, -0.952], [2.451, 3.560, -1.891], [1.511, 2.910, -0.562], [0.912, 4.289, -1.469], [1.184, 3.719, -4.680], [-0.337, 4.237, -3.985], [-0.295, 2.881, -5.094], [2.076, 1.328, -4.612], [1.381, -0.019, -3.736], [2.707, 0.882, -3.046], [-1.587, 0.542, -4.612], [-2.283, -1.753, -5.273], [-2.247, -3.558, -3.545], [-1.472, -2.984, -1.240], [-4.432, 0.815, -2.283], [-4.970, 2.306, -1.511], [-4.110, 1.092, -0.586], [-2.926, 2.362, -4.530], [-2.448, 3.961, -4.011], [-4.074, 3.400, -3.724], [-1.419, 3.742, -0.176], [-3.046, 4.329, -0.470], [-1.756, 4.761, -1.571], [-3.678, -5.006, 4.105], [-2.718, -3.842, 3.245], [-1.365, -3.738, 3.554], [-0.597, -2.840, 2.825], [1.095, -2.689, 3.152], [-1.121, -2.023, 1.814], [-0.347, -1.248, 1.124], [-2.545, -2.102, 1.582], [-3.136, -1.196, 0.694], [-2.525, -0.218, 0.127], [-3.313, -3.056, 2.294], [-0.925, -4.330, 4.338], [-4.212, -1.299, 0.489], [-4.371, -3.129, 2.094]]
}

Record 3
{
  "formula": "C36H38F3N10OS2Sn",
  "method": "ωB97M-V with the def2-TZVPD basis set",
  "homo_energy_ev": -3.945,
  "lumo_ev": 2.52,
  "multiplicity": 1,
  "homo_lumo_gap_ev": 6.5,
  "charge": -1,
  "fmax_ev_per_a": 3.47,
  "e_tot_ev": -90551.745,
  "elements": ["Sn", "C", "N", "C", "C", "C", "C", "C", "C", "N", "C", "C", "C", "C", "C", "C", "N", "C", "C", "C", "C", "C", "N", "H", "H", "H", "H", "H", "H", "H", "H", "H", "H", "H", "H", "H", "H", "H", "H", "H", "H", "C", "C", "C", "C", "C", "N", "C", "O", "N", "C", "C", "C", "C", "N", "C", "C", "C", "H", "H", "H", "H", "H", "H", "H", "H", "H", "H", "H", "H", "H", "C", "C", "C", "N", "N", "C", "N", "S", "H", "H", "H", "H", "H", "H", "H", "S", "F", "C", "F", "F"],
  "positions_angstrom": [[9.792, 12.836, 13.559], [11.367, 10.744, 15.761], [10.401, 11.863, 16.127], [9.084, 11.279, 16.709], [7.840, 11.899, 16.088], [6.672, 12.200, 16.866], [5.502, 12.540, 16.209], [5.423, 12.616, 14.774], [6.617, 12.353, 14.118], [7.753, 12.012, 14.785], [10.981, 12.790, 17.135], [12.021, 13.710, 16.540], [12.507, 14.741, 17.387], [13.383, 15.670, 16.806], [13.848, 15.452, 15.508], [13.405, 14.305, 14.847], [12.443, 13.475, 15.324], [10.749, 10.017, 14.589], [10.279, 8.725, 14.700], [9.499, 8.219, 13.555], [9.381, 8.897, 12.400], [9.957, 10.290, 12.280], [10.553, 10.794, 13.520], [11.483, 10.068, 16.596], [12.275, 11.262, 15.551], [9.081, 11.504, 17.792], [9.115, 10.194, 16.588], [6.799, 12.163, 17.938], [4.593, 12.710, 16.820], [4.525, 12.849, 14.283], [6.704, 12.326, 13.051], [11.345, 12.254, 17.971], [10.243, 13.507, 17.555], [12.045, 14.878, 18.333], [13.670, 16.574, 17.373], [14.609, 16.056, 15.005], [13.837, 14.004, 13.895], [10.119, 8.204, 15.621], [9.138, 7.208, 13.648], [8.847, 8.536, 11.520], [10.703, 10.350, 11.463], [11.306, 7.910, 5.437], [10.730, 9.053, 6.228], [10.423, 10.240, 5.611], [9.950, 11.394, 6.245], [9.727, 11.378, 7.636], [9.296, 12.472, 8.398], [8.756, 13.612, 7.867], [8.394, 13.686, 6.731], [8.753, 14.745, 8.734], [9.820, 15.034, 9.633], [9.567, 15.708, 10.835], [10.576, 15.814, 11.750], [11.812, 15.227, 11.496], [12.098, 14.550, 10.406], [11.090, 14.531, 9.515], [10.080, 10.195, 8.319], [10.579, 9.085, 7.624], [11.451, 8.249, 4.460], [10.568, 7.085, 5.314], [12.268, 7.560, 5.824], [10.640, 10.358, 4.545], [9.819, 12.358, 5.787], [9.335, 12.329, 9.339], [8.263, 15.531, 8.339], [8.583, 15.984, 11.094], [10.437, 16.236, 12.724], [12.637, 15.285, 12.176], [11.275, 14.133, 8.557], [9.938, 10.179, 9.385], [10.788, 8.209, 8.219], [15.542, 9.345, 7.733], [15.061, 10.780, 8.097], [14.852, 10.895, 9.541], [15.815, 11.272, 10.320], [15.545, 11.038, 11.671], [14.350, 10.593, 11.880], [13.848, 10.407, 13.153], [13.445, 10.426, 10.481], [15.539, 9.133, 6.676], [14.874, 8.646, 8.298], [16.575, 9.060, 8.057], [14.075, 10.901, 7.619], [15.706, 11.555, 7.792], [14.491, 10.876, 13.809], [12.859, 10.598, 13.225], [8.690, 11.483, 11.640], [9.014, 15.708, 16.975], [9.158, 15.173, 15.677], [7.876, 15.378, 15.147], [9.932, 16.103, 14.949]]
}

Record 4
{
  "formula": "C36H38FO21PS",
  "method": "ωB97M-V with the def2-TZVPD basis set",
  "homo_energy_ev": -8.621,
  "lumo_ev": -1.66,
  "multiplicity": 1,
  "homo_lumo_gap_ev": 7.0,
  "fmax_ev_per_a": 6.12,
  "smiles": "CC(C)C[C@@]1([C@H](C)F)OC(=O)O[C@@]1(CCCS)P(O)O.O=C1C=C(O)C(=O)C=C1O.O=C1C=C(O)C(=O)C=C1O.O=C1C=C(O)C(=O)C=C1O.O=C1C=C(O)C(=O)C=C1O",
  "e_tot_ev": -103785.319,
  "elements": ["C", "C", "C", "C", "C", "C", "C", "F", "O", "C", "O", "O", "C", "C", "C", "C", "S", "P", "O", "O", "H", "H", "H", "H", "H", "H", "H", "H", "H", "H", "H", "H", "H", "H", "H", "H", "H", "H", "H", "H", "H", "H", "C", "C", "C", "O", "C", "C", "C", "O", "O", "O", "H", "H", "H", "H", "C", "C", "C", "O", "C", "C", "C", "O", "O", "O", "H", "H", "H", "H", "C", "C", "C", "O", "C", "C", "C", "O", "O", "O", "H", "H", "H", "H", "C", "C", "C", "O", "C", "C", "C", "O", "O", "O", "H", "H", "H", "H"],
  "positions_angstrom": [[3.312, 3.753, -2.337], [3.046, 2.232, -2.162], [3.894, 1.775, -0.967], [1.522, 2.103, -1.972], [0.958, 0.767, -1.502], [0.980, -0.399, -2.481], [2.397, -0.768, -2.931], [0.231, -0.131, -3.618], [1.444, 0.145, -0.290], [0.379, -0.363, 0.403], [0.433, -0.804, 1.441], [-0.751, -0.190, -0.397], [-0.469, 1.116, -0.979], [-1.459, 1.650, -2.013], [-2.776, 0.877, -2.045], [-3.865, 1.439, -3.007], [-3.411, 2.896, -4.008], [-0.483, 2.182, 0.613], [-0.556, 3.789, 0.198], [-1.897, 1.836, 1.389], [2.493, 4.242, -2.863], [3.310, 4.170, -1.328], [4.292, 3.955, -2.757], [3.341, 1.788, -3.110], [4.373, 0.811, -1.107], [3.320, 1.784, -0.047], [4.703, 2.485, -0.815], [1.206, 2.946, -1.358], [1.078, 2.272, -2.952], [0.571, -1.295, -2.036], [2.551, -0.388, -3.938], [2.462, -1.851, -2.986], [3.153, -0.444, -2.229], [-1.047, 1.641, -3.014], [-1.649, 2.700, -1.802], [-2.544, -0.132, -2.379], [-3.212, 0.772, -1.053], [-4.724, 1.735, -2.419], [-4.188, 0.679, -3.705], [-2.614, 2.408, -4.980], [-1.436, 4.186, 0.350], [-2.508, 1.457, 0.734], [0.620, 7.280, 3.528], [-0.084, 6.386, 2.821], [-1.429, 6.725, 2.240], [-2.018, 5.879, 1.587], [-1.970, 8.052, 2.487], [-1.266, 8.942, 3.197], [0.089, 8.615, 3.756], [0.681, 9.477, 4.377], [-1.716, 10.165, 3.452], [0.354, 5.158, 2.587], [1.588, 7.050, 3.949], [-2.945, 8.279, 2.078], [-1.018, 10.604, 3.978], [-0.346, 4.720, 2.052], [1.388, -1.529, -8.760], [1.124, -0.708, -7.736], [2.171, 0.201, -7.164], [1.858, 0.938, -6.248], [3.511, 0.152, -7.733], [3.777, -0.672, -8.754], [2.722, -1.561, -9.345], [3.024, -2.274, -10.284], [4.983, -0.755, -9.308], [-0.074, -0.643, -7.162], [0.641, -2.187, -9.181], [4.262, 0.799, -7.301], [4.905, -1.419, -10.022], [0.004, 0.022, -6.449], [1.073, -5.729, 5.359], [0.879, -4.471, 5.760], [0.609, -3.364, 4.790], [0.421, -2.244, 5.225], [0.588, -3.687, 3.366], [0.785, -4.947, 2.963], [1.028, -6.058, 3.940], [1.181, -7.187, 3.511], [0.777, -5.297, 1.675], [0.905, -4.118, 7.054], [1.266, -6.534, 6.050], [0.409, -2.876, 2.673], [0.942, -6.260, 1.660], [0.734, -3.155, 7.068], [-4.392, -5.417, 6.680], [-3.068, -5.554, 6.823], [-2.323, -6.691, 6.189], [-1.116, -6.743, 6.343], [-3.079, -7.672, 5.424], [-4.403, -7.536, 5.284], [-5.147, -6.385, 5.896], [-6.348, -6.310, 5.717], [-5.141, -8.404, 4.599], [-2.333, -4.697, 7.529], [-4.941, -4.601, 7.129], [-2.531, -8.495, 4.986], [-6.060, -8.075, 4.651], [-1.409, -5.016, 7.477]]
}

Record 5
{
  "formula": "C36H38IN5O5STi",
  "method": "ωB97M-V with the def2-TZVPD basis set",
  "homo_energy_ev": -6.716,
  "lumo_ev": -0.51,
  "multiplicity": 1,
  "homo_lumo_gap_ev": 6.2,
  "fmax_ev_per_a": 1.35,
  "e_tot_ev": -97690.479,
  "elements": ["Ti", "C", "C", "C", "O", "C", "C", "O", "C", "O", "C", "C", "C", "C", "C", "C", "C", "C", "C", "C", "C", "C", "C", "O", "C", "C", "C", "C", "C", "C", "C", "C", "C", "C", "C", "C", "H", "H", "H", "H", "H", "H", "H", "H", "H", "H", "H", "H", "H", "H", "H", "H", "H", "H", "H", "H", "H", "H", "H", "H", "H", "H", "H", "H", "C", "C", "N", "N", "C", "S", "N", "N", "H", "H", "H", "H", "H", "H", "N", "C", "O", "C", "I", "H", "H", "H", "H"],
  "positions_angstrom": [[1.477, -0.688, -0.048], [-4.496, 2.001, -0.225], [-3.772, 0.855, -0.883], [-4.709, 0.051, -1.775], [-3.168, 0.044, 0.114], [-2.085, -0.584, -0.552], [-1.509, 0.556, -1.466], [-2.674, 1.355, -1.656], [-0.300, 1.536, -1.242], [0.815, 0.829, -0.712], [0.078, 2.016, -2.649], [1.175, 1.495, -3.323], [1.466, 1.904, -4.621], [0.661, 2.835, -5.257], [-0.446, 3.348, -4.592], [-0.737, 2.942, -3.300], [-0.536, 2.717, -0.299], [-1.361, 2.603, 0.813], [-1.459, 3.636, 1.736], [-0.731, 4.803, 1.559], [0.102, 4.926, 0.455], [0.199, 3.889, -0.463], [-1.331, -1.557, 0.407], [0.006, -1.676, -0.061], [-1.980, -2.936, 0.273], [-1.201, -4.067, 0.071], [-1.796, -5.319, -0.047], [-3.173, -5.449, 0.029], [-3.958, -4.318, 0.222], [-3.367, -3.071, 0.343], [-1.295, -1.093, 1.870], [-0.469, -0.033, 2.223], [-0.351, 0.403, 3.532], [-1.073, -0.233, 4.531], [-1.895, -1.298, 4.199], [-2.004, -1.728, 2.882], [-5.276, 1.609, 0.430], [-4.964, 2.622, -0.990], [-3.810, 2.614, 0.354], [-5.533, -0.347, -1.181], [-4.204, -0.776, -2.273], [-5.117, 0.705, -2.546], [-2.501, -1.255, -1.305], [-1.266, 0.066, -2.411], [1.795, 0.749, -2.848], [2.322, 1.483, -5.136], [0.887, 3.155, -6.266], [-1.086, 4.071, -5.082], [-1.602, 3.343, -2.788], [-1.944, 1.706, 0.965], [-2.110, 3.522, 2.595], [-0.812, 5.613, 2.274], [0.678, 5.831, 0.304], [0.858, 3.999, -1.316], [-0.126, -3.981, 0.005], [-1.173, -6.191, -0.198], [-3.635, -6.423, -0.064], [-5.036, -4.407, 0.282], [-3.985, -2.195, 0.500], [0.093, 0.515, 1.475], [0.307, 1.229, 3.765], [-0.985, 0.091, 5.560], [-2.449, -1.817, 4.971], [-2.636, -2.575, 2.660], [6.797, 0.757, -0.010], [5.963, -0.423, -0.342], [6.321, -1.662, -0.250], [5.230, -2.393, -0.637], [4.219, -1.621, -0.946], [2.687, -2.015, -1.647], [4.659, -0.352, -0.782], [3.762, 0.715, -0.740], [7.768, 0.402, 0.324], [6.348, 1.343, 0.794], [6.930, 1.405, -0.877], [5.152, -3.398, -0.257], [3.815, 1.251, -1.598], [3.956, 1.283, 0.075], [2.993, -0.920, 3.593], [2.522, -1.509, 2.435], [2.580, -0.618, 1.375], [2.066, -2.751, 2.282], [4.810, -4.879, 1.227], [3.633, -0.162, 3.423], [3.345, -1.588, 4.262], [1.671, -3.099, 1.342], [1.982, -3.418, 3.128]]
}